Record 1
Entry from the Open Molecules 2025 dataset: a cluster of 2 separate species, C11H13F2OP in total (ωB97M-V/def2-TZVPD).

Values from the calculation:
- Multiplicity: 3
- Energy above the lowest of the compared OMol25 structures with the same formula, charge and spin: 22.4 kcal per mole
- Expectation value of S²: 2.011

Element x y z (Å)
C  0.940084  1.586381  -0.661932
H  3.409116  0.719313  0.292848
C  2.642720  -0.002113  0.364061
C  -0.270417  2.150888  -0.917774
C  -3.768380  -0.591600  -0.254264
H  2.667135  -0.643067  1.265770
C  -1.410323  1.633700  -0.143760
H  -1.622090  1.230973  1.895986
C  3.968965  -1.755547  -0.617015
H  1.644609  1.991253  -1.332221
P  -4.445465  -1.882120  0.820324
H  -4.535803  -0.946979  1.754379
C  1.248748  0.659546  0.399901
H  -1.159523  -0.547715  -0.596880
H  -3.307503  -2.539741  1.468948
H  -2.282086  2.361002  -0.202923
H  -0.249660  2.933086  -1.632213
F  -3.677026  -0.842021  -1.579054
H  1.911256  -1.581668  -1.133119
H  0.424722  -0.215207  2.123579
H  3.869619  -2.766111  -0.106548
O  5.099513  -1.439616  -0.921780
C  2.804608  -1.019872  -0.875046
C  0.265309  0.385930  1.314337
C  -1.667322  0.112879  -0.007254
H  2.970290  -0.482866  -1.769124
C  -1.065571  0.835466  1.084892
F  -4.405532  0.655819  -0.034125

Atoms 1-2, force components in eV/Å:
C -1.4947 1.1393 -0.7831
H 1.0201 0.6446 0.1933

natural (NBO) population analysis, charges in e, atoms 1 to 8:
1. C -0.27
2. H 0.23
3. C -0.38
4. C -0.16
5. C 0.44
6. H 0.21
7. C -0.30
8. H 0.23

---

Record 2
Entry from the Open Molecules 2025 dataset: a cluster of 2 separate species, C4H3Cl2N in total (ωB97M-V/def2-TZVPD).

Values from the calculation:
- Multiplicity: 3
- Energy above the lowest of the compared OMol25 structures with the same formula, charge and spin: 91.2 kcal per mole
- Expectation value of S²: 2.010

Element x y z (Å)
C  2.411358  0.282012  -0.448310
N  -0.390182  0.658155  1.948173
Cl  2.600140  -2.513575  -0.477083
C  -1.919316  0.157856  -0.046141
C  2.664109  -0.899097  -0.647537
H  -3.061000  0.222162  0.296316
Cl  2.197347  1.876505  -0.505912
H  -1.643640  -0.991960  -0.231465
C  -1.089506  0.513065  1.067949
H  -1.769307  0.694874  -0.955990

Atoms 1-2, force components in eV/Å:
C -3.2708 5.3729 2.8688
N 1.0784 0.4668 1.5107

natural (NBO) population analysis, charges in e, atoms 1 to 8:
1. C -0.18
2. N -0.32
3. Cl 0.16
4. C -0.73
5. C -0.20
6. H 0.26
7. Cl 0.22
8. H 0.26

---

Record 3
Entry from the Open Molecules 2025 dataset: a cluster of 2 separate species, C6H14N2O2 in total (ωB97M-V/def2-TZVPD).

Values from the calculation:
- Energy above the lowest of the compared OMol25 structures with the same formula, charge and spin: 27.5 kcal per mole
- SMILES: CNC(C)=O.CNC(C)=O

Element x y z (Å)
O  0.837958  3.085744  1.130129
H  0.636613  -2.069315  -2.356929
C  1.255655  2.074413  0.599527
H  -2.958588  -1.799957  0.364833
C  0.314886  0.742985  2.429075
C  -2.780002  -0.981261  -0.316611
H  0.772296  -2.912189  -0.844457
H  -3.725578  -0.714420  -0.789380
H  1.515573  3.059134  -1.110167
N  -0.448157  -1.163780  -0.827337
H  1.525872  0.015103  0.940559
C  0.733444  -1.915931  -1.280539
H  1.617151  -1.345510  -1.022313
H  -0.569734  1.402667  2.292971
C  1.811354  2.054776  -0.814870
C  -1.684089  -1.591998  -1.222644
H  -0.233069  -0.202265  2.578899
H  -0.296338  -0.567382  -0.030840
H  0.751901  1.027808  3.387267
H  2.899442  1.975297  -0.826007
O  -1.878527  -2.287566  -2.187331
N  1.025853  0.859652  1.201143
H  1.352974  1.258291  -1.371922
H  -2.476890  -0.004295  0.076945

Atoms 1-2, force components in eV/Å:
O 0.3529 0.0208 -0.1872
H 0.2951 0.2006 0.0599

natural (NBO) population analysis, charges in e, atoms 1 to 8:
1. O -0.61
2. H 0.23
3. C 0.68
4. H 0.23
5. C -0.44
6. C -0.72
7. H 0.19
8. H 0.24

---

Record 4
Entry from the Open Molecules 2025 dataset: the ion C9H8N3O2 with charge -1 (ωB97M-V/def2-TZVPD).

Values from the calculation:
- Multiplicity: 3
- Energy above the lowest of the compared OMol25 structures with the same formula, charge and spin: 1.1 kcal per mole
- Expectation value of S²: 2.036
- Net charge: -1

Element x y z (Å)
C  -2.320425  -1.374490  -0.483795
H  -0.531495  -1.331043  -1.788226
C  -3.055239  -0.635681  0.397116
C  1.871651  -0.220977  0.763597
H  3.911156  0.351159  -0.002351
H  -0.987861  1.958447  0.945907
C  0.528329  0.966086  -0.951395
H  0.887232  0.659156  -1.899950
N  1.977733  2.108866  0.442670
C  -2.619394  0.502294  0.997495
C  -1.375465  1.029173  0.628964
H  0.823347  -0.495711  0.980478
O  3.870249  -0.536113  -0.478900
H  -3.246762  0.921128  1.770068
C  -1.091795  -0.841160  -1.006760
C  2.695779  -1.081717  -0.005516
N  1.140339  2.134722  -0.511693
O  2.504618  -2.287044  -0.253870
C  -0.689651  0.459368  -0.441309
H  -4.024378  -0.951292  0.800192
H  -2.553915  -2.337825  -0.888890
N  2.285953  1.002655  0.986171

Atoms 1-2, force components in eV/Å:
C 3.3690 0.4833 -2.4175
H 0.1499 -0.0272 0.1368

natural (NBO) population analysis, charges in e, atoms 1 to 8:
1. C -0.21
2. H 0.22
3. C -0.27
4. C -0.16
5. H 0.48
6. H 0.22
7. C 0.00
8. H 0.18

---

Record 5
Entry from the Open Molecules 2025 dataset: a structure of composition C46H53AsN3O2S3W (ωB97M-V/def2-TZVPD).

Values from the calculation:
- Energy above the lowest of the compared OMol25 structures with the same formula, charge and spin: 0.0 kcal per mole
- Net charge: +3

Element x y z (Å)
H  1.046588  -4.000493  1.724801
C  2.845025  -0.707004  -1.362246
C  2.752968  2.017940  1.055699
H  -2.670249  -0.945434  5.280265
H  -2.731390  0.865222  -6.427759
W  -0.044937  -1.048261  -0.553067
H  6.789085  1.411089  0.849973
C  -0.760091  1.103577  -5.623046
H  0.632567  -4.712490  0.152609
C  -3.132222  -0.993431  1.446947
C  -1.684030  3.060882  2.115922
H  -2.727964  1.738667  -4.918779
H  -3.309719  -4.874243  -3.024222
H  -2.448134  -4.393160  -0.774126
C  -1.911011  -3.519569  -1.146635
H  -4.477763  -1.158590  -3.224006
H  -4.727271  0.401419  -3.957610
H  1.028170  -1.535536  2.494399
C  -2.191824  3.197099  0.710657
C  -1.871804  -0.785798  2.000581
C  -4.223342  -1.182310  2.279731
S  -2.665874  -0.639882  -4.566758
H  2.811812  -3.894271  -0.141893
H  -1.423305  2.980534  -1.762972
H  6.390441  -1.858818  -2.326171
H  4.855569  -3.438971  -1.206111
C  2.099661  -1.431149  2.673404
H  1.289932  3.636796  1.119523
S  0.337127  0.729328  -4.229862
C  -4.058715  -1.168257  3.658398
C  -0.721476  -2.665500  -3.073530
O  -0.081590  -1.814550  -2.256068
H  0.834896  1.270021  5.467724
H  0.138789  3.026034  -3.608147
C  5.394350  -1.545293  -2.048860
C  -2.270072  0.901867  -5.440672
C  -0.801303  3.007381  4.735579
C  4.137816  2.021959  1.143029
H  6.647498  1.577420  2.590922
C  -2.488892  -4.285469  -3.414484
H  -2.622323  -5.086247  -5.385776
C  4.846099  0.932520  1.640238
H  -5.205151  -1.337106  1.853796
C  -0.932337  -3.486547  0.994744
S  -1.954578  0.699170  -1.467559
C  2.070047  3.230959  0.467405
C  -0.962341  -3.726809  -5.182884
C  -1.704672  -0.757311  3.384240
H  4.646455  -1.014603  2.489398
C  3.238466  -2.020793  -1.082631
N  1.184512  -2.694030  0.056353
H  1.621987  3.016020  -0.509947
H  0.926075  0.306885  4.006270
H  4.678996  2.899146  0.807185
H  2.601717  -2.337020  2.331955
C  2.722517  -0.212701  2.035419
C  4.537278  -2.428650  -1.429998
C  -0.177592  2.156584  3.826438
O  1.608443  -0.294433  -0.999223
C  -1.840675  3.862454  4.401134
H  -0.628950  -3.879247  -6.201123
C  -2.799485  -0.958021  4.207047
C  0.007449  2.075360  -3.083718
H  0.602246  -2.311304  -4.717236
H  -0.443754  2.995624  5.757831
C  -2.092598  -4.417953  -4.722581
C  0.936317  1.321168  4.386191
H  2.250521  -1.393884  3.753599
N  -0.749443  -0.619197  1.150552
H  -0.567281  2.123632  -5.959257
C  -0.262899  -2.855926  -4.368994
C  -2.477578  4.757119  5.419995
H  6.758900  -0.028768  1.878936
H  5.646972  0.449133  -2.803213
C  6.342596  0.967098  1.739201
C  2.041693  0.893389  1.516867
C  -3.657538  0.490242  -2.102127
H  -3.256034  -0.999891  0.371733
C  -2.263968  3.872489  3.079008
C  4.971615  -0.240867  -2.314842
C  -1.794900  -3.406274  -2.558858
H  -2.621616  4.185198  0.559448
H  -3.056142  4.547731  2.778007
H  -1.380891  3.076497  -0.011059
As  0.157024  1.121535  1.079764
H  -1.525760  -4.389168  1.144095
C  -1.365526  2.129531  -2.444128
C  2.389170  -2.914621  -0.369707
H  -2.414118  5.799656  5.107681
H  -2.001392  4.661163  6.392667
H  -3.535885  4.517237  5.530019
H  -2.127271  2.269906  -3.201495
H  -0.393474  0.446496  -6.413180
C  3.702863  0.194950  -1.961906
C  0.534680  -3.822319  0.778690
C  4.115842  -0.164061  2.073728
N  -1.314672  -2.787374  -0.247743
H  -4.912016  -1.316102  4.305277
H  3.374637  1.206244  -2.155366
H  0.793729  2.026180  -2.325712
H  2.790486  4.031997  0.313437
H  -1.066395  -2.850646  1.858087
H  1.914764  1.748407  4.162409
H  -0.726577  -0.592021  3.812504
H  -2.961379  2.455365  0.488724
C  -3.988755  -0.207433  -3.434841
H  -4.200838  0.020555  -1.282798
C  -0.649793  2.184545  2.499530
H  -3.986816  1.530387  -2.114841

Atoms 1-2, force components in eV/Å:
H -0.0164 0.0291 -0.0110
C -0.1417 0.1299 0.0351

Löwdin population analysis, charges in e, atoms 1 to 8:
1. H 0.13
2. C -0.26
3. C -0.29
4. H 0.13
5. H 0.09
6. W 1.68
7. H 0.09
8. C -0.50

---

Record 6
Entry from the Open Molecules 2025 dataset: a structure of composition C34H47AsMoN2P2Si2 (ωB97M-V/def2-TZVPD).

Values from the calculation:
- Energy: -135990.89571 eV
- Net charge: +4

Element x y z (Å)
H  1.710029  -1.962065  3.980984
C  -0.328440  1.664169  -2.326533
H  2.196948  -0.534429  4.934536
H  -3.703347  2.030047  1.775880
H  2.088362  -1.873275  -3.075660
C  -1.725584  1.626755  -2.375738
H  -2.171902  -4.020310  -1.426763
H  4.790567  5.221223  -0.259881
H  -0.925048  -4.823108  -0.445636
H  4.699600  3.203495  1.149341
H  -2.121350  -1.799967  -2.108265
C  2.302431  -2.735070  0.987483
H  0.334678  1.883130  -5.639393
C  2.875015  2.495223  0.279324
C  0.016811  -1.833135  -2.431319
H  -1.987082  -4.437649  2.951239
H  -4.362307  -2.635983  1.649647
H  -2.620861  -5.158161  -0.170055
C  0.421001  1.741861  -3.508945
C  -0.596548  -2.249728  -5.092843
C  0.728954  -0.014502  -0.143050
N  -0.625005  1.824506  0.466276
H  -2.129983  1.883293  -5.717198
H  -3.015474  2.803650  3.185900
H  -3.447940  1.709479  -3.640754
H  -3.270077  3.417864  -0.775918
Mo  -0.768754  0.052863  1.107917
C  -0.234791  1.804884  -4.724705
C  1.050312  -1.930745  -3.375532
C  1.885192  2.739881  -0.685324
H  4.266175  -5.478449  0.919818
H  0.048389  5.072603  1.147341
H  -4.086032  -1.859724  0.100480
H  2.840927  1.596355  0.887755
H  -1.828385  4.415288  -1.064319
H  1.513639  -4.103263  -2.035138
As  0.251825  0.058719  3.546609
H  2.672484  -0.646292  3.218546
H  2.058547  -1.883423  1.612576
N  -0.843988  -1.670807  0.353800
C  2.990501  4.775272  -1.324510
C  -1.914826  -4.366221  -0.426400
H  -1.964428  -0.009988  4.809668
H  -3.028977  4.922354  0.097047
C  -2.368779  1.704502  -3.596613
C  -1.320557  -1.900095  -2.831112
C  0.734261  -2.138063  -4.704545
C  3.227577  -3.667203  1.410652
C  1.941879  3.886140  -1.490960
H  1.060117  1.858220  5.040349
C  -2.760451  2.274610  2.267950
P  0.511470  1.661148  -0.780447
C  1.687135  -2.872216  -0.259164
H  -1.104686  -1.578361  4.947563
C  0.672956  1.887453  4.015339
H  -2.315227  1.315227  2.628619
C  -2.514121  4.047055  -0.303656
C  -0.426986  4.462667  1.914910
C  -0.992572  -0.493594  4.927999
H  -1.437439  -2.808299  3.277884
C  -1.620581  -2.120440  -4.164617
C  3.971061  4.526443  -0.374306
H  1.180841  4.084837  -2.233701
C  -3.623237  -2.099630  1.056077
H  -0.216862  2.514090  3.988131
H  -3.452165  -1.140006  1.595699
H  -0.352854  -3.987122  2.495003
H  1.442717  2.279426  3.347707
C  2.925587  -4.899326  -0.643084
C  -1.379830  -3.626053  2.552769
C  1.997436  -3.965870  -1.078124
C  -1.624354  1.800837  -4.766542
H  -2.321297  1.583889  -1.458868
H  -0.991036  5.146343  2.550630
Si  -2.043461  -3.087525  0.901578
H  0.355055  4.017653  2.524028
H  -0.836135  -2.440546  -6.128541
C  1.890924  -0.885751  3.940264
H  3.049110  5.659530  -1.942982
H  -2.650049  -2.204163  -4.480723
H  1.502737  1.772088  -3.480660
H  3.169777  -5.744750  -1.269895
H  1.522583  -2.234500  -5.436051
H  3.717830  -3.561523  2.366046
C  3.918764  3.388771  0.426955
H  -0.542603  -0.163359  5.872131
P  0.460881  -1.702574  -0.732406
Si  -1.626278  3.283085  1.129367
C  3.539641  -4.749698  0.591095

Atoms 1-2, force components in eV/Å:
H 0.0302 0.1264 -0.0457
C 0.2241 0.0769 0.0093

Löwdin population analysis, charges in e, atoms 1 to 8:
1. H 0.05
2. C -0.33
3. H 0.07
4. H 0.05
5. H 0.12
6. C -0.10
7. H 0.03
8. H 0.14

---

Record 7
Entry from the Open Molecules 2025 dataset: a cluster of 2 separate species, C13H18FNO6 in total (ωB97M-V/def2-TZVPD).

Values from the calculation:
- Energy: -30263.03629 eV

Element x y z (Å)
O  -3.174508  2.237588  0.067633
C  -0.030463  0.198825  -1.224970
O  -0.319082  -1.555478  2.701260
C  4.613242  -2.407986  1.557799
H  2.028159  2.736827  -0.842061
F  0.361216  4.234658  -1.617652
C  -0.398583  -1.889818  0.278072
H  1.126179  -2.454921  1.668608
C  -1.096573  0.935173  -1.719307
H  -0.719093  -1.702265  -1.800130
H  -0.410342  -2.954697  0.123331
C  -3.444188  0.894986  -0.168465
C  0.469803  -1.619186  1.518218
C  3.644352  -2.147873  0.402382
O  3.210829  -3.087240  -0.263511
H  -2.388468  3.535237  1.374457
C  1.128699  0.901936  -0.894213
C  -1.035913  2.314410  -1.866314
H  -1.090973  -1.013033  2.530077
H  5.541770  -1.860540  1.391962
H  -1.421129  -1.622039  0.525489
H  -1.857613  2.883466  -2.237047
H  4.828723  -3.469187  1.646184
H  0.962902  -1.672776  -1.359647
H  -2.710946  0.251593  0.308710
H  -4.430810  0.633845  0.173372
O  -2.402036  -0.402377  -3.106474
C  -0.016176  -1.310999  -1.084965
H  2.044642  0.367210  -0.590086
H  -3.050441  2.105087  2.131799
H  4.178591  -2.045796  2.491026
O  3.306728  -0.926887  0.217796
H  1.080522  -0.740073  1.432943
H  -1.511803  2.011559  1.269299
C  0.130893  2.943162  -1.526866
C  -2.352485  0.289647  -2.170749
N  1.171648  2.243362  -1.054550
O  -3.471296  0.692293  -1.559172
C  -2.495979  2.472309  1.275760

Atoms 1-2, force components in eV/Å:
O -0.0863 0.1589 -0.1989
C 0.8014 -0.3144 0.3785

natural (NBO) population analysis, charges in e, atoms 1 to 8:
1. O -0.54
2. C 0.00
3. O -0.71
4. C -0.73
5. H 0.46
6. F -0.27
7. C -0.41
8. H 0.21

---

Record 8
Entry from the Open Molecules 2025 dataset: a cluster of 2 separate species, C2H8N2 in total (ωB97M-V/def2-TZVPD).

Values from the calculation:
- Energy above the lowest of the compared OMol25 structures with the same formula, charge and spin: 25.5 kcal per mole
- SMILES: C=N.CN

Element x y z (Å)
H  2.634065  -0.804847  -1.778557
H  -4.545301  1.626514  1.055390
H  -3.644763  2.502594  2.267934
H  4.880446  -1.570087  -1.237832
N  -2.478595  1.796421  0.682471
H  4.065255  -3.120055  -0.677685
H  -3.554072  0.774182  2.231050
H  -2.536825  1.170688  -0.114321
N  2.786922  -1.718707  -1.365949
H  -1.584919  1.623597  1.118221
C  3.940384  -2.127459  -1.126531
C  -3.599699  1.653222  1.592645

Atoms 1-2, force components in eV/Å:
H 0.7048 0.1892 0.0612
H 0.0601 0.0195 -0.1595

natural (NBO) population analysis, charges in e, atoms 1 to 8:
1. H 0.34
2. H 0.19
3. H 0.19
4. H 0.14
5. N -0.84
6. H 0.16
7. H 0.16
8. H 0.35